1.
The following is a quantum chemistry calculation of a cluster of 12 separate species, C44H122N10O14 in total, from OMol25.

Each line ends with the Mulliken charge.
Cartesian coordinates (Å):
C1 1.67 -5.00 -5.55  -0.67
O1 1.67 -4.52 -4.17  -0.43
C2 1.00 -3.28 -3.94  -0.63
C3 1.27 -2.86 -2.52  0.82
C4 1.03 -4.05 -1.52  -1.64
N1 0.37 -1.68 -2.34  1.04
H1 1.46 -6.07 -5.57  0.28
H2 2.70 -4.86 -5.99  0.22
H3 0.92 -4.44 -6.10  0.24
H4 1.32 -2.44 -4.64  0.43
H5 -0.06 -3.29 -4.07  0.27
H6 2.34 -2.64 -2.33  -0.03
H7 1.22 -3.53 -0.58  0.23
H8 1.67 -4.92 -1.68  0.40
H9 0.03 -4.43 -1.64  0.38
H10 0.40 -1.24 -1.39  -0.84
H11 0.62 -0.94 -3.02  -0.19
C5 6.72 0.00 1.55  -0.39
O2 6.65 0.51 0.23  -0.41
C6 5.55 -0.08 -0.42  0.15
C7 5.62 0.22 -1.90  -0.24
C8 5.71 1.73 -2.07  -0.62
N2 4.53 -0.38 -2.65  -0.19
H12 7.55 0.43 2.08  0.35
H13 7.04 -1.11 1.56  0.25
H14 5.79 0.12 2.12  -0.07
H15 5.62 -1.21 -0.31  0.41
H16 4.64 0.19 0.01  -0.20
H17 6.62 -0.11 -2.20  0.45
H18 4.97 2.17 -1.38  -0.52
H19 5.51 1.88 -3.16  0.28
H20 6.70 2.14 -1.80  0.51
H21 3.65 -0.12 -2.25  -0.18
H22 4.59 -1.39 -2.84  0.30
C9 -7.16 -1.53 -3.25  -0.82
O3 -5.81 -1.64 -3.58  -0.41
C10 -4.99 -1.09 -2.58  -0.51
C11 -3.54 -1.12 -2.97  1.04
C12 -3.06 -2.53 -3.08  -1.25
N3 -2.84 -0.51 -1.82  1.03
H23 -7.69 -2.18 -3.95  0.29
H24 -7.55 -0.51 -3.41  0.27
H25 -7.37 -1.91 -2.29  0.34
H26 -5.27 -0.03 -2.30  0.29
H27 -5.04 -1.77 -1.71  0.14
H28 -3.34 -0.59 -3.95  -0.25
H29 -3.22 -2.99 -4.06  0.39
H30 -3.40 -3.22 -2.33  0.36
H31 -2.00 -2.52 -2.94  -0.09
H32 -2.74 0.48 -1.98  -1.10
H33 -1.89 -0.81 -1.81  0.14
C13 -3.83 2.37 -3.88  -0.73
O4 -2.47 2.50 -3.92  -0.51
C14 -1.81 2.88 -2.73  0.97
C15 -2.02 4.33 -2.21  0.41
C16 -1.42 5.48 -3.06  -1.62
N4 -1.32 4.36 -0.93  0.06
H34 -4.25 2.19 -2.85  0.22
H35 -4.13 1.57 -4.54  0.37
H36 -4.33 3.23 -4.26  0.33
H37 -2.21 2.31 -1.87  -1.16
H38 -0.78 2.63 -2.85  0.05
H39 -3.13 4.40 -2.09  0.48
H40 -0.35 5.26 -3.30  0.20
H41 -1.42 6.46 -2.61  0.46
H42 -2.04 5.60 -3.97  0.37
H43 -1.60 5.23 -0.43  0.29
H44 -1.43 3.60 -0.26  -0.68
C17 -3.83 -2.93 5.91  -0.96
O5 -3.40 -1.85 5.13  0.02
C18 -2.96 -0.84 6.00  -1.59
C19 -2.30 0.28 5.26  1.66
C20 -0.89 -0.07 4.91  -0.25
N5 -2.37 1.59 5.88  -0.45
H45 -4.52 -2.59 6.69  0.37
H46 -3.02 -3.41 6.43  0.33
H47 -4.37 -3.61 5.24  0.22
H48 -3.76 -0.52 6.63  0.55
H49 -2.18 -1.27 6.63  0.45
H50 -2.85 0.34 4.31  -0.77
H51 -0.67 -1.04 4.47  -0.27
H52 -0.28 0.21 5.77  0.50
H53 -0.54 0.56 4.08  -0.82
H54 -3.35 1.75 6.09  0.27
H55 -1.76 1.64 6.72  0.28
C21 3.53 1.00 4.07  -0.64
O6 3.80 -0.29 3.58  -0.20
C22 2.89 -1.35 4.02  0.11
C23 3.48 -2.70 3.47  0.41
C24 3.62 -2.59 1.98  -0.95
N6 2.76 -3.94 3.82  -0.79
H56 2.44 1.23 3.91  0.07
H57 4.18 1.67 3.56  0.27
H58 3.73 1.07 5.12  0.34
H59 2.70 -1.39 5.11  0.33
H60 1.93 -1.12 3.50  -0.21
H61 4.56 -2.82 3.80  0.43
H62 2.75 -2.24 1.44  -0.07
H63 3.87 -3.58 1.57  0.53
H64 4.53 -2.01 1.71  0.03
H65 2.09 -3.73 4.56  0.40
H66 2.02 -4.10 3.12  0.11
C25 -0.39 -3.01 2.40  0.93
O7 -0.62 -4.36 2.27  -0.32
C26 -1.03 -4.85 3.51  -0.14
C27 -0.99 -6.43 3.62  0.03
C28 -1.55 -6.85 4.94  -1.39
N7 0.31 -7.05 3.30  -0.57
H67 -0.41 -2.54 1.39  -0.37
H68 0.58 -2.79 2.90  -0.22
H69 -1.16 -2.50 2.95  -0.26
H70 -0.42 -4.48 4.37  0.20
H71 -2.06 -4.64 3.75  0.19
H72 -1.69 -6.80 2.92  0.29
H73 -0.98 -6.39 5.78  0.29
H74 -1.53 -7.92 5.16  0.40
H75 -2.64 -6.57 4.99  0.32
H76 0.67 -6.99 2.38  0.23
H77 0.99 -6.96 4.01  0.20
C29 5.37 5.43 -3.32  -0.60
O8 4.03 5.38 -2.68  -0.33
C30 4.07 4.91 -1.34  -0.43
C31 2.69 4.67 -0.94  0.63
C32 2.64 4.10 0.50  -0.77
N8 2.09 3.66 -1.86  -0.14
H78 5.17 5.62 -4.38  0.24
H79 5.85 4.43 -3.16  0.18
H80 6.03 6.17 -2.92  0.30
H81 4.64 3.98 -1.30  -0.18
H82 4.46 5.69 -0.65  0.40
H83 2.12 5.65 -1.00  0.30
H84 3.30 4.56 1.21  0.64
H85 2.87 3.06 0.49  -0.17
H86 1.61 4.16 0.79  -0.06
H87 2.34 3.83 -2.82  0.32
H88 1.10 3.92 -1.81  -0.41
C33 2.70 0.72 -5.54  -0.70
O9 1.52 -0.05 -5.57  -0.16
C34 0.40 0.69 -5.97  -0.63
C35 -0.79 -0.33 -6.06  2.15
C36 -0.64 -1.40 -7.11  -1.80
N9 -2.11 0.31 -6.17  -0.49
H89 2.67 1.47 -4.75  0.14
H90 2.81 1.24 -6.51  0.34
H91 3.56 0.06 -5.34  0.21
H92 0.17 1.42 -5.13  0.05
H93 0.51 1.21 -6.95  0.44
H94 -0.69 -0.78 -5.07  -0.99
H95 -1.40 -2.16 -6.92  0.34
H96 0.32 -1.79 -7.12  0.39
H97 -0.87 -0.92 -8.10  0.45
H98 -2.16 0.75 -7.07  0.34
H99 -2.22 1.03 -5.44  0.12
C37 -3.18 3.08 1.59  -0.42
O10 -2.03 3.73 2.05  -0.08
C38 -2.21 4.13 3.39  -0.83
C39 -0.99 4.79 3.95  0.70
C40 0.13 3.80 3.83  -0.60
N10 -1.38 5.19 5.27  -0.64
H100 -3.53 2.36 2.38  0.21
H101 -2.91 2.56 0.67  -0.31
H102 -3.99 3.78 1.47  0.56
H103 -3.05 4.80 3.49  0.40
H104 -2.33 3.24 4.06  0.10
H105 -0.73 5.65 3.30  0.18
H106 0.99 4.12 4.43  0.51
H107 0.42 3.68 2.76  -0.10
H108 -0.13 2.83 4.23  -0.19
H109 -0.71 5.67 5.87  0.24
H110 -2.18 5.80 5.19  0.22
O11 -2.98 -0.77 1.09  0.29
C41 -3.72 -1.98 1.34  0.28
C42 -4.88 -1.57 2.26  -0.24
O12 -5.63 -0.63 1.56  -0.68
H111 -2.93 -0.66 0.10  -0.02
H112 -4.06 -2.36 0.41  -0.01
H113 -3.04 -2.71 1.71  -0.24
H114 -4.37 -1.16 3.10  0.14
H115 -5.61 -2.36 2.48  0.37
H116 -4.98 -0.11 1.05  0.31
O13 1.89 0.74 -0.73  1.90
C43 1.34 0.63 0.60  -1.02
C44 -0.09 1.23 0.82  1.68
O14 -0.72 0.68 1.93  2.54
H117 2.07 1.61 -1.07  -0.78
H118 1.29 -0.41 0.78  -0.58
H119 1.94 1.09 1.38  0.36
H120 -0.69 0.98 -0.06  -0.94
H121 -0.04 2.34 0.84  -1.03
H122 -1.67 0.53 1.70  -1.04

As for the total energy: -3350.239055 hartree. The structure (SMILES) is COC[C@H](C)N.COC[C@H](C)N.COC[C@H](C)N.COC[C@H](C)N.COC[C@H](C)N.COC[C@H](C)N.COC[C@H](C)N.COC[C@H](C)N.COC[C@H](C)N.COC[C@H](C)N.OCCO.OCCO. The value obtained for the energy above the lowest of the compared OMol25 structures with the same formula, charge and spin is 158.50 kcal/mol.

---

2.
The following is a quantum chemistry calculation of an isolated molecule of C5H5NO2, from OMol25.

Each line ends with the Mulliken charge.
Cartesian coordinates (Å):
C1 1.40 1.88 -0.04  0.48
C2 2.24 -0.73 -0.06  0.57
C3 -0.26 0.13 -0.35  -0.49
C4 0.16 -0.67 0.91  -0.63
C5 0.76 0.98 -0.85  -0.87
N1 2.06 2.47 0.69  -0.51
O1 3.33 -0.91 -0.41  -0.38
O2 1.42 -1.34 0.72  -0.27
H1 -0.62 -0.47 -1.14  0.35
H2 -1.17 0.59 -0.17  0.44
H3 0.20 -0.02 1.78  0.31
H4 -0.57 -1.29 1.15  0.52
H5 0.94 0.90 -1.83  0.50

As for the total energy: -398.635095 hartree. The value obtained for the energy above the lowest of the compared OMol25 structures with the same formula, charge and spin is 89.97 kcal/mol.

---

3.
The following is a quantum chemistry calculation of a structure of composition C24H32N6OPbS2, from OMol25.

Each line ends with the Mulliken charge.
Cartesian coordinates (Å):
Pb1 0.04 0.00 -0.43  1.40
N1 -2.54 0.93 -0.05  -0.44
C1 -3.56 -0.13 0.08  -0.19
C2 -3.67 -1.03 -1.15  -0.70
C3 -2.67 -2.18 -1.28  -0.25
N2 -1.38 -1.77 -1.90  -0.50
H1 -2.55 1.50 0.80  0.22
H2 -2.81 1.56 -0.80  0.24
H3 -4.54 0.31 0.27  0.47
H4 -3.31 -0.74 0.95  -0.14
H5 -3.67 -0.42 -2.06  0.32
H6 -4.66 -1.49 -1.10  0.43
H7 -3.12 -2.97 -1.88  0.44
H8 -2.45 -2.60 -0.30  -0.06
H9 -1.55 -1.46 -2.85  0.23
H10 -0.79 -2.59 -1.98  0.25
C4 4.99 0.17 -2.59  -0.82
N3 4.39 1.15 -1.67  0.12
C5 4.75 2.48 -1.59  -0.43
C6 4.03 3.03 -0.61  -0.60
N4 3.21 2.02 -0.09  0.53
C7 3.46 0.85 -0.75  -0.17
S1 2.80 -0.70 -0.53  -0.39
C8 2.51 2.19 1.15  0.27
C9 3.13 2.89 2.17  -0.66
C10 2.44 3.07 3.36  -0.61
C11 1.17 2.53 3.49  -1.04
C12 0.65 1.84 2.42  -0.09
N5 1.29 1.68 1.26  0.11
H11 5.53 0.71 -3.36  0.32
H12 4.20 -0.43 -3.04  0.33
H13 5.66 -0.48 -2.05  0.34
H14 5.49 2.92 -2.24  0.48
H15 3.98 4.05 -0.26  0.57
H16 4.14 3.26 2.05  0.54
H17 2.90 3.61 4.17  0.46
H18 0.60 2.64 4.40  0.44
H19 -0.34 1.38 2.48  0.46
O1 -0.33 -1.53 1.47  -0.50
S2 -1.22 -1.58 2.70  0.37
C13 -2.08 -3.14 2.61  0.53
C14 -3.40 -3.17 3.04  -0.22
C15 -4.09 -4.37 2.99  -0.73
C16 -3.46 -5.51 2.51  -0.48
C17 -2.14 -5.46 2.07  -0.72
C18 -1.43 -4.26 2.13  -0.31
C19 -0.12 -1.86 4.07  0.65
C20 -0.57 -1.56 5.34  -0.46
C21 0.27 -1.78 6.42  -0.71
C22 1.56 -2.27 6.21  -0.45
C23 2.00 -2.54 4.92  -0.74
C24 1.16 -2.33 3.83  -0.36
H20 -3.88 -2.27 3.40  0.42
H21 -5.12 -4.41 3.32  0.44
H22 -4.00 -6.44 2.47  0.42
H23 -1.65 -6.35 1.70  0.44
H24 -0.40 -4.21 1.80  0.37
H25 -1.58 -1.19 5.50  0.43
H26 -0.07 -1.57 7.43  0.43
H27 2.21 -2.43 7.05  0.43
H28 3.00 -2.92 4.76  0.44
H29 1.50 -2.53 2.82  0.34
N6 0.58 1.79 -2.48  -0.65
H30 1.27 1.43 -3.13  0.24
H31 0.94 2.68 -2.13  0.22
H32 -0.25 2.02 -3.03  0.27

As for the total energy: -2326.317141 hartree. The value obtained for the energy above the lowest of the compared OMol25 structures with the same formula, charge and spin is 0.00 kcal/mol. Its net charge is +2.

---

4.
The following is a quantum chemistry calculation of a structure of composition C8H13N3O6, from OMol25.

Each line ends with the Mulliken charge.
Cartesian coordinates (Å):
C1 2.24 -0.60 -0.69  0.99
C2 0.80 -0.30 -0.20  0.08
C3 2.77 -1.80 0.07  -1.17
C4 2.86 -3.23 -0.52  0.34
C5 -0.88 1.57 0.16  -0.32
C6 -1.13 1.50 1.59  0.59
C7 -2.03 1.00 -0.99  -0.53
C8 -3.42 1.78 -0.69  0.49
H1 3.57 0.39 0.55  0.30
H2 3.89 0.80 -1.01  0.27
H3 2.22 -0.77 -1.81  0.31
H4 2.37 -2.05 1.05  0.45
H5 3.86 -1.47 -0.12  0.25
H6 1.58 -4.81 -0.56  0.27
H7 1.10 -3.27 0.23  0.27
H8 1.37 1.66 -0.14  0.39
H9 -1.13 2.66 -0.22  0.40
H10 -1.71 1.41 -2.15  0.28
H11 -2.25 -0.14 -0.90  0.30
H12 -5.25 1.67 -1.48  0.43
H13 -2.51 2.15 2.91  0.42
N1 3.07 0.67 -0.43  -0.83
N2 1.79 -3.91 -0.07  -0.38
N3 0.50 1.02 -0.23  -0.15
O1 0.10 -1.21 0.17  -0.70
O2 3.84 -3.68 -1.15  -0.64
O3 -0.19 1.61 2.35  -0.60
O4 -3.38 2.94 -0.57  -0.48
O5 -4.52 1.02 -0.77  -0.54
O6 -2.33 1.55 2.02  -0.50

As for the total energy: -928.265150 hartree. The value obtained for the energy above the lowest of the compared OMol25 structures with the same formula, charge and spin is 117.94 kcal/mol.

---

5.
The following is a quantum chemistry calculation of a cluster of 2 separate species, C8H15BN3O8PS in total, from OMol25.

Each line ends with the Mulliken charge.
Cartesian coordinates (Å):
C1 1.58 -4.22 0.04  -0.82
C2 2.52 -3.21 0.95  -0.19
O1 2.25 -1.78 0.73  -0.33
C3 0.96 -1.36 1.30  -0.86
C4 0.58 0.23 0.99  0.35
C5 1.37 1.08 2.20  -0.19
N1 1.94 1.82 3.12  -0.59
B1 1.22 0.79 -0.42  0.45
O2 1.53 2.26 -0.55  -0.51
O3 1.50 -0.02 -1.63  -0.61
C6 -1.01 0.54 1.20  0.83
S1 -1.38 2.41 1.07  -0.08
C7 -1.35 0.15 2.79  0.11
N2 -1.57 -0.37 3.97  -0.51
P1 -2.19 -0.49 0.11  1.00
O4 -2.60 -1.89 0.73  -0.65
O5 -1.66 -0.73 -1.54  -0.49
O6 -3.70 0.44 0.00  -0.54
H1 0.87 -4.81 0.80  0.26
H2 0.88 -3.65 -0.70  0.21
H3 2.23 -5.00 -0.58  0.28
H4 3.66 -3.42 0.69  0.28
H5 2.27 -3.44 2.08  0.25
H6 1.09 -1.41 2.49  0.42
H7 0.06 -2.09 1.06  0.42
H8 2.42 2.39 -0.98  0.27
H9 2.51 0.01 -1.78  0.29
H10 -2.34 2.78 2.05  0.22
H11 -2.45 -1.08 -2.07  0.35
H12 -4.11 0.53 0.90  0.34
C8 -1.06 2.99 -2.18  -0.63
N3 -0.95 3.85 -3.39  0.91
O7 -0.96 5.07 -3.22  -0.54
O8 -0.85 3.27 -4.48  -0.54
H13 -1.14 3.63 -1.30  0.30
H14 -1.96 2.38 -2.30  0.30
H15 -0.17 2.37 -2.13  0.23

As for the total energy: -1844.171825 hartree. The structure (SMILES) is CCOC[C@@](C#N)(B(O)O)[C@](S)(C#N)P(=O)(O)O.C[N+](=O)[O-].

---

6.
The following is a quantum chemistry calculation of a structure of composition C2H2N5O2, from OMol25.

Each line ends with the Mulliken charge.
Cartesian coordinates (Å):
C1 1.13 0.95 -0.07  -0.10
C2 1.62 -1.06 0.03  -0.07
N1 2.44 0.91 0.00  -0.56
N2 2.75 -0.40 0.06  -0.50
N3 -1.93 -0.89 0.00  -0.22
N4 0.58 -0.25 -0.06  -0.31
N5 -2.57 0.12 0.05  1.18
O1 -3.73 -0.50 -0.02  -0.53
O2 -2.50 1.33 0.08  -0.60
H1 0.74 1.96 -0.13  0.37
H2 1.47 -2.18 0.06  0.34

As for the total energy: -501.482662 hartree. The value obtained for the energy above the lowest of the compared OMol25 structures with the same formula, charge and spin is 88.28 kcal/mol. Its net charge is -1.